Density functional theory data (wB97M-V/def2-TZVPD) for 16 unconnected molecules or ions with the total composition C52H76Cl2FN18OP.

Bonds (Å) are listed after each position.
CARTESIAN COORDINATES (ANGSTROEM)
1 C 4.380 3.965 3.292  C2 1.553, H31 1.094, H32 1.094, H33 1.096
2 C 2.912 4.302 2.912  C1 1.553, C3 1.562, H34 1.093, H35 1.094
3 C 2.561 3.548 1.589  C2 1.562, C4 1.569, C5 1.536, H36 1.090
4 C 2.562 4.492 0.336  C3 1.569, H37 1.102, H38 1.093, H39 1.090
5 C 1.268 2.725 1.686  C3 1.536, C6 1.437, C28 1.378
6 C 1.347 1.290 1.630  C5 1.437, C7 1.542, C11 1.375
7 C 2.744 0.645 1.531  C6 1.542, C8 1.543, C9 1.556, H40 1.094
8 C 2.958 -0.592 2.427  C7 1.543, H41 1.098, H42 1.095, H43 1.087
9 C 3.250 0.490 0.067  C7 1.556, C10 1.535, H44 1.100, H45 1.097
10 C 2.907 -0.812 -0.670  C9 1.535, H46 1.105, H47 1.089, H48 1.091
11 C 0.152 0.610 1.657  C6 1.375, C12 1.502, C17 1.409
12 C 0.000 -0.881 1.566  C11 1.502, Cl13 1.745, C14 1.328
13 Cl -0.171 -1.710 0.039  C12 1.745
14 C -0.088 -1.590 2.686  C12 1.328, C15 1.503, Cl16 1.770
15 C -0.289 -3.077 2.775  C14 1.503, H49 1.101, H50 1.087, H51 1.090
16 Cl -0.013 -0.750 4.242  C14 1.770
17 C -1.084 1.275 1.768  C11 1.409, N18 1.366, C27 1.379
18 N -2.203 0.491 1.773  C17 1.366, C19 1.293
19 C -3.326 1.128 1.850  N18 1.293, C20 1.529, C24 1.441
20 C -4.606 0.292 1.828  C19 1.529, F21 1.389, C22 1.545, H52 1.095
21 F -4.405 -0.827 1.030  C20 1.389
22 C -5.029 -0.177 3.238  C20 1.545, C23 1.550, H53 1.094, H54 1.097
23 C -6.572 -0.239 3.374  C22 1.550, H55 1.093, H56 1.098, H57 1.097
24 C -3.374 2.564 1.960  C19 1.441, N25 1.430, N26 1.302
25 N -4.661 3.179 2.059  C24 1.430, H58 1.014, H59 1.015
26 N -2.336 3.350 1.963  C24 1.302, C27 1.370
27 C -1.164 2.648 1.864  C17 1.379, N26 1.370, C28 1.423
28 C 0.060 3.374 1.818  C5 1.378, C27 1.423, P29 1.845
29 P -0.124 5.205 1.950  C28 1.845, O30 1.491, H60 1.413, H61 1.408
30 O -0.094 5.884 0.624  P29 1.491
31 H 4.466 2.930 3.636  C1 1.094
32 H 4.795 4.671 4.017  C1 1.094
33 H 4.980 4.089 2.383  C1 1.096
34 H 2.876 5.375 2.706  C2 1.093
35 H 2.280 4.021 3.759  C2 1.094
36 H 3.422 2.907 1.404  C3 1.090
37 H 3.540 4.450 -0.168  C4 1.102
38 H 2.430 5.518 0.690  C4 1.093
39 H 1.769 4.231 -0.365  C4 1.090
40 H 3.411 1.385 1.984  C7 1.094
41 H 4.034 -0.691 2.617  C8 1.098
42 H 2.521 -0.352 3.402  C8 1.095
43 H 2.558 -1.519 2.024  C8 1.087
44 H 4.346 0.565 0.117  C9 1.100
45 H 2.920 1.383 -0.478  C9 1.097
46 H 3.683 -0.952 -1.444  C10 1.105
47 H 2.923 -1.713 -0.058  C10 1.089
48 H 1.975 -0.656 -1.217  C10 1.091
49 H -1.329 -3.240 3.096  C15 1.101
50 H -0.156 -3.589 1.825  C15 1.087
51 H 0.330 -3.475 3.579  C15 1.090
52 H -5.426 0.842 1.355  C20 1.095
53 H -4.593 0.460 4.013  C22 1.094
54 H -4.661 -1.202 3.367  C22 1.097
55 H -6.886 -0.778 4.271  C23 1.093
56 H -6.927 0.800 3.361  C23 1.098
57 H -7.009 -0.726 2.493  C23 1.097
58 H -4.512 4.034 2.584  N25 1.014
59 H -5.001 3.431 1.137  N25 1.015
60 H -1.400 5.461 2.499  P29 1.413
61 H 0.794 5.730 2.879  P29 1.408
62 C -2.388 -2.390 6.207  C63 1.464, H65 1.090, H66 1.091, H67 1.086
63 C -3.732 -2.968 6.225  C62 1.464, N64 1.152
64 N -4.798 -3.404 6.247  C63 1.152
65 H -2.173 -1.991 5.216  C62 1.090
66 H -2.324 -1.581 6.937  C62 1.091
67 H -1.648 -3.144 6.458  C62 1.086
68 C -9.852 1.064 1.112  C69 1.465, H71 1.088, H72 1.088, H73 1.089
69 C -8.849 1.974 1.670  C68 1.465, N70 1.148
70 N -8.054 2.676 2.112  C69 1.148
71 H -10.780 1.603 0.935  C68 1.088
72 H -9.493 0.652 0.171  C68 1.088
73 H -10.038 0.250 1.810  C68 1.089
74 C 1.676 -2.869 -3.961  C75 1.464, H77 1.083, H78 1.089, H79 1.088
75 C 3.049 -2.608 -3.526  C74 1.464, N76 1.151
76 N 4.128 -2.394 -3.187  C75 1.151
77 H 1.671 -3.167 -5.003  C74 1.083
78 H 1.244 -3.668 -3.359  C74 1.089
79 H 1.075 -1.970 -3.844  C74 1.088
80 C 4.059 7.423 -2.688  C81 1.466, H83 1.089, H84 1.088, H85 1.089
81 C 4.755 6.193 -2.296  C80 1.466, N82 1.150
82 N 5.301 5.229 -1.990  C81 1.150
83 H 3.290 7.659 -1.954  C80 1.089
84 H 4.769 8.246 -2.740  C80 1.088
85 H 3.595 7.291 -3.664  C80 1.089
86 C -0.994 -0.394 -6.271  C87 1.469, H89 1.088, H90 1.088, H91 1.089
87 C -0.096 -1.526 -6.531  C86 1.469, N88 1.151
88 N 0.608 -2.415 -6.730  C87 1.151
89 H -0.907 0.341 -7.068  C86 1.088
90 H -2.023 -0.742 -6.221  C86 1.088
91 H -0.729 0.076 -5.324  C86 1.089
92 C 8.488 5.799 1.876  C93 1.464, H95 1.088, H96 1.088, H97 1.088
93 C 7.973 4.517 2.360  C92 1.464, N94 1.151
94 N 7.569 3.508 2.737  C93 1.151
95 H 7.662 6.429 1.551  C92 1.088
96 H 9.031 6.304 2.674  C92 1.088
97 H 9.161 5.633 1.037  C92 1.088
98 C 1.544 -2.656 7.717  C99 1.465, H101 1.089, H102 1.087, H103 1.086
99 C 0.794 -3.347 6.666  C98 1.465, N100 1.149
100 N 0.211 -3.914 5.855  C99 1.149
101 H 0.877 -2.412 8.543  C98 1.089
102 H 2.345 -3.293 8.084  C98 1.087
103 H 1.974 -1.736 7.331  C98 1.086
104 C -0.522 -5.022 -8.420  C105 1.464, H107 1.088, H108 1.085, H109 1.089
105 C -1.787 -5.758 -8.394  C104 1.464, N106 1.151
106 N -2.782 -6.336 -8.373  C105 1.151
107 H -0.387 -4.555 -9.393  C104 1.088
108 H -0.525 -4.252 -7.655  C104 1.085
109 H 0.306 -5.705 -8.235  C104 1.089
110 C -6.549 -5.908 4.726  C111 1.465, H113 1.088, H114 1.088, H115 1.088
111 C -7.905 -6.461 4.754  C110 1.465, N112 1.151
112 N -8.972 -6.894 4.777  C111 1.151
113 H -6.329 -5.521 3.733  C110 1.088
114 H -6.460 -5.100 5.449  C110 1.088
115 H -5.828 -6.686 4.972  C110 1.088
116 C -6.137 0.341 7.765  C117 1.465, H119 1.089, H120 1.088, H121 1.088
117 C -4.754 0.448 8.235  C116 1.465, N118 1.151
118 N -3.664 0.522 8.597  C117 1.151
119 H -6.150 -0.015 6.736  C116 1.089
120 H -6.685 -0.361 8.391  C116 1.088
121 H -6.620 1.315 7.813  C116 1.088
122 C -4.977 -7.487 -10.843  C123 1.466, H125 1.088, H126 1.088, H127 1.088
123 C -5.542 -7.131 -12.147  C122 1.466, N124 1.151
124 N -5.986 -6.852 -13.172  C123 1.151
125 H -5.599 -8.241 -10.364  C122 1.088
126 H -3.972 -7.883 -10.970  C122 1.088
127 H -4.931 -6.607 -10.205  C122 1.088
128 C 6.448 3.898 -5.907  C129 1.464, H131 1.088, H132 1.088, H133 1.089
129 C 5.349 4.862 -5.824  C128 1.464, N130 1.151
130 N 4.484 5.617 -5.752  C129 1.151
131 H 6.063 2.923 -6.199  C128 1.088
132 H 7.176 4.230 -6.645  C128 1.088
133 H 6.935 3.813 -4.937  C128 1.089
134 C -0.787 -0.262 -10.205  C135 1.465, H137 1.088, H138 1.089, H139 1.089
135 C -1.637 -1.270 -9.565  C134 1.465, N136 1.149
136 N -2.307 -2.062 -9.072  C135 1.149
137 H -0.794 -0.406 -11.283  C134 1.088
138 H -1.160 0.735 -9.976  C134 1.089
139 H 0.235 -0.355 -9.839  C134 1.089
140 C 4.760 -1.676 5.445  C141 1.464, H143 1.089, H144 1.088, H145 1.088
141 C 4.569 -1.478 6.883  C140 1.464, N142 1.149
142 N 4.429 -1.318 8.012  C141 1.149
143 H 3.840 -2.050 4.997  C140 1.089
144 H 5.027 -0.731 4.976  C140 1.088
145 H 5.558 -2.397 5.276  C140 1.088
146 C 5.964 -2.695 -6.259  C147 1.465, H149 1.088, H150 1.088, H151 1.088
147 C 6.504 -1.822 -7.305  C146 1.465, N148 1.151
148 N 6.928 -1.134 -8.125  C147 1.151
149 H 6.778 -3.122 -5.676  C146 1.088
150 H 5.318 -2.123 -5.596  C146 1.088
151 H 5.388 -3.500 -6.710  C146 1.088

Summary:
- E: -4449.340581 hartree
- E_HOMO: -9.105 eV